A 14-piece molecular cluster, C56H143BN13O21 overall. Source: the OMol25 dataset; level of theory: wB97M-V/def2-TZVPD.

Summary:
DFT total energy: -123437.8004 eV
Multiplicity: 1
Total charge: -1
Energy above the lowest of the compared OMol25 structures with the same formula, charge and spin: 0.0 kJ/mol

Last column: Löwdin charge in e.
Cartesian coordinates (Å):
O: 21.7564 -26.5350 4.4011  0.1595
C: 21.2496 -25.8339 5.1930  -0.4241
O: 21.4986 -24.5750 5.3698  0.2207
B: 20.7404 -24.0875 6.5425  -0.8598
O: 19.9874 -25.2503 7.0099  0.2567
C: 20.2182 -26.2846 6.2688  -0.4005
O: 19.7258 -27.3528 6.3401  0.1472
O: 19.7983 -23.0041 6.2242  0.2385
C: 20.1453 -21.9274 6.8779  -0.4009
O: 19.5653 -20.9094 6.9074  0.1642
C: 21.4055 -22.2702 7.7096  -0.4332
O: 21.7110 -23.4970 7.4975  0.2315
O: 22.0036 -21.5164 8.3937  0.1595
C: 24.9640 -24.6658 2.8106  -0.0656
C: 23.8850 -24.5647 1.7841  -0.4484
C: 23.0284 -23.3343 2.0631  -0.2543
O: 21.8326 -23.2744 1.4084  -0.1703
C: 20.7508 -23.9375 2.0061  -0.0955
N: 24.4824 -24.5897 0.4458  0.0349
H: 25.5662 -25.5544 2.6424  0.0785
H: 24.6161 -24.5956 3.8406  0.0548
H: 25.6425 -23.7974 2.7370  0.0876
H: 23.2416 -25.4533 1.8200  0.1319
H: 23.6170 -22.4632 1.7535  0.1204
H: 22.8866 -23.2755 3.1552  0.1249
H: 19.8639 -23.6018 1.4653  0.0887
H: 20.5396 -23.5568 3.0279  0.0806
H: 20.8272 -25.0248 2.1054  0.0879
H: 23.7581 -24.5420 -0.2684  0.0690
H: 25.0512 -23.7565 0.2837  0.0691
C: 21.1406 -20.2048 3.3135  -0.0370
C: 22.2846 -19.4985 4.0047  -0.4072
C: 23.5738 -19.5509 3.2246  -0.2287
O: 24.5261 -18.8291 3.9415  -0.1972
C: 25.7425 -18.7629 3.2815  -0.1190
N: 21.9361 -18.0951 4.3675  0.0608
H: 20.4346 -20.6488 4.0080  0.0615
H: 21.4862 -21.0043 2.6428  0.0698
H: 20.6277 -19.4954 2.6549  0.0860
H: 22.4838 -20.0260 4.9504  0.1410
H: 23.3900 -19.0829 2.2389  0.1394
H: 23.9297 -20.5882 3.1267  0.1193
H: 25.6235 -18.3133 2.2852  0.0892
H: 26.1293 -19.7798 3.1277  0.0899
H: 26.3909 -18.1605 3.9018  0.0884
H: 21.8519 -17.5732 3.4882  0.0882
H: 22.7719 -17.7239 4.8204  0.0455
C: 22.8847 -18.3064 7.8302  -0.0707
C: 23.1020 -16.8984 8.3644  -0.3942
C: 22.7130 -15.7764 7.3572  -0.2295
O: 21.3399 -15.5296 7.3040  -0.1713
C: 21.0946 -14.2555 6.7710  -0.1237
N: 22.2899 -16.7700 9.6387  0.0412
H: 21.8287 -18.5601 7.7978  0.0520
H: 23.4036 -19.0598 8.4347  0.0759
H: 23.3295 -18.4032 6.8283  0.0621
H: 24.1823 -16.7474 8.5515  0.1246
H: 23.1155 -16.1160 6.3843  0.1119
H: 23.2833 -14.8942 7.7005  0.1162
H: 21.7637 -14.0040 5.9380  0.0845
H: 21.1000 -13.4760 7.5475  0.0874
H: 20.0780 -14.2496 6.3581  0.0795
H: 22.5944 -15.8887 10.0838  0.0682
H: 22.7165 -17.4700 10.2614  0.0627
C: 19.9474 -33.3576 4.8924  -0.0630
C: 19.7175 -31.8547 5.0175  -0.4463
C: 18.9310 -31.3259 3.8237  -0.2118
O: 18.9604 -29.9318 3.7505  -0.2264
C: 20.1660 -29.3554 3.2590  -0.0741
N: 19.1509 -31.5096 6.3164  0.0634
H: 20.8740 -33.5546 4.3589  0.0732
H: 19.1224 -33.9000 4.4089  0.0772
H: 20.0009 -33.8234 5.8798  0.0749
H: 20.7256 -31.4276 4.9423  0.1077
H: 17.8746 -31.5960 3.8851  0.1312
H: 19.3552 -31.7734 2.9074  0.1294
H: 21.0800 -29.7872 3.6942  0.0662
H: 20.1506 -28.3199 3.6039  0.0741
H: 20.2837 -29.3841 2.1656  0.0927
H: 18.7713 -30.5631 6.2997  0.0514
H: 18.3537 -32.1063 6.5280  0.0776
C: 15.3022 -24.2921 5.6718  -0.0615
C: 15.6391 -22.9841 4.9562  -0.4245
C: 16.0911 -23.3326 3.5548  -0.2142
O: 16.6623 -22.2356 2.8644  -0.1787
C: 17.9307 -21.8502 3.3515  -0.1055
N: 14.4298 -22.1411 4.9770  0.0384
H: 14.4646 -24.8297 5.2308  0.0621
H: 15.0252 -24.0136 6.6925  0.0846
H: 16.1804 -24.9364 5.7041  0.0634
H: 16.4365 -22.4825 5.5062  0.1368
H: 15.2267 -23.5984 2.9376  0.1323
H: 16.7918 -24.1807 3.5428  0.1097
H: 18.6497 -21.7453 2.5361  0.0766
H: 18.3360 -22.5336 4.1038  0.0780
H: 17.8224 -20.8697 3.8266  0.0704
H: 14.5584 -21.3374 4.3597  0.0723
H: 13.6360 -22.6528 4.5999  0.0654
C: 23.3816 -30.9830 -0.2908  -0.0783
C: 24.3244 -30.9916 0.8949  -0.4368
C: 23.6919 -30.3772 2.0888  -0.2374
O: 24.6624 -29.7639 2.8980  -0.1702
C: 24.1799 -28.6019 3.4949  -0.1230
N: 24.7301 -32.4059 1.1993  0.0304
H: 23.7493 -31.7003 -1.0389  0.0730
H: 23.3223 -29.9969 -0.7465  0.0787
H: 22.3958 -31.4066 -0.0689  0.0799
H: 25.2191 -30.4272 0.6039  0.1406
H: 23.1715 -31.1625 2.6586  0.1347
H: 22.9618 -29.6194 1.7751  0.1159
H: 23.8873 -27.8687 2.7327  0.0847
H: 24.8938 -28.1558 4.1906  0.0906
H: 23.3037 -28.7600 4.1541  0.0743
H: 25.5469 -32.6171 0.6247  0.0649
H: 25.1083 -32.4368 2.1489  0.0673
C: 25.5319 -26.4249 11.4775  -0.0535
C: 25.8836 -25.2813 12.4122  -0.4213
C: 24.7222 -24.4079 12.7928  -0.2234
O: 24.1988 -23.7628 11.6672  -0.2192
C: 22.8995 -23.2960 11.8116  -0.1027
N: 26.4739 -25.8993 13.6578  0.0190
H: 26.4802 -26.7798 11.0762  0.0788
H: 24.8810 -26.0755 10.6760  0.0656
H: 25.0375 -27.2328 12.0135  0.0791
H: 26.7485 -24.7107 12.0635  0.1366
H: 25.1241 -23.6276 13.4664  0.1315
H: 23.9570 -24.9804 13.3379  0.1299
H: 22.5078 -23.1158 10.8048  0.0805
H: 22.8113 -22.3477 12.3510  0.0943
H: 22.2467 -24.0701 12.2382  0.0960
H: 26.8374 -25.1647 14.2663  0.0610
H: 25.7262 -26.3398 14.2030  0.0655
C: 18.2679 -17.9182 4.3915  -0.0640
C: 18.4628 -17.3951 5.8191  -0.4199
C: 17.2344 -17.6835 6.6324  -0.2526
O: 17.3828 -17.2890 7.9528  -0.1496
C: 16.1863 -17.4743 8.6528  -0.1312
N: 19.6733 -17.9519 6.4568  0.0675
H: 17.3077 -17.6204 3.9420  0.0769
H: 18.3238 -19.0060 4.4462  0.0439
H: 19.0554 -17.5676 3.7305  0.0580
H: 18.5795 -16.2992 5.7923  0.1298
H: 16.9843 -18.7584 6.5693  0.1376
H: 16.4196 -17.0821 6.1893  0.1238
H: 16.0872 -18.5121 9.0199  0.0906
H: 15.2871 -17.2591 8.0418  0.0864
H: 16.0936 -16.8224 9.5199  0.0662
H: 20.4884 -17.7690 5.8465  0.0352
H: 19.5388 -18.9705 6.5051  0.0361
C: 16.7943 -27.1955 3.7977  -0.0476
C: 16.1314 -27.8291 5.0001  -0.4244
C: 15.0290 -28.7678 4.5578  -0.2005
O: 13.9032 -28.1168 3.9437  -0.1931
C: 13.0327 -27.5269 4.8813  -0.1164
N: 17.0524 -28.6997 5.7780  0.0574
H: 16.0737 -26.5630 3.2679  0.0772
H: 17.2659 -27.9471 3.1696  0.0756
H: 17.5877 -26.5041 4.1195  0.0700
H: 15.7041 -27.1213 5.7101  0.1115
H: 14.6926 -29.4067 5.3841  0.1197
H: 15.4331 -29.4130 3.7672  0.1276
H: 13.5117 -26.7077 5.4160  0.0575
H: 12.6137 -28.2886 5.5467  0.0889
H: 12.2147 -27.1053 4.2917  0.0882
H: 17.7449 -28.0813 6.2085  0.0325
H: 17.6477 -29.2034 5.1041  0.0382
C: 23.9680 -32.5429 8.9190  -0.0695
C: 24.6626 -31.2106 8.7545  -0.4629
C: 23.9511 -30.3370 7.7790  -0.2332
O: 22.6004 -30.3479 8.1499  -0.1923
C: 21.7502 -29.5008 7.4163  -0.0959
N: 24.9049 -30.6286 10.0741  0.0384
H: 23.1599 -32.4322 9.6531  0.0796
H: 24.6146 -33.3651 9.2108  0.0717
H: 23.4273 -32.8350 8.0117  0.0796
H: 25.6538 -31.4498 8.3376  0.1364
H: 24.0831 -30.6973 6.7374  0.1315
H: 24.3661 -29.3087 7.7881  0.1276
H: 20.8199 -29.4942 7.9692  0.0848
H: 21.5538 -29.9302 6.4222  0.0744
H: 22.1513 -28.4865 7.3020  0.0854
H: 25.3669 -29.7264 9.9817  0.0615
H: 23.9923 -30.4173 10.4909  0.0750
C: 19.1367 -21.1067 10.8726  -0.0605
C: 18.8467 -19.7202 10.3216  -0.4327
C: 18.3704 -18.8808 11.4743  -0.2669
O: 18.0780 -17.6195 11.0249  -0.1653
C: 17.2732 -16.9287 11.9143  -0.1479
N: 20.0230 -19.0726 9.7597  0.0797
H: 19.7754 -21.0756 11.7662  0.0758
H: 19.6011 -21.7683 10.1481  0.0619
H: 18.1964 -21.5327 11.2662  0.0796
H: 18.0801 -19.7430 9.5471  0.1330
H: 19.1519 -18.8726 12.2581  0.1323
H: 17.5079 -19.3922 11.9416  0.1288
H: 17.6598 -16.9737 12.9487  0.0886
H: 16.2469 -17.3537 11.9893  0.0907
H: 17.1428 -15.8953 11.5987  0.0870
H: 20.4718 -19.7148 9.1051  0.0354
H: 20.7377 -18.9669 10.4842  0.0701
C: 15.3629 -28.0623 12.2231  -0.0609
C: 14.8512 -27.0475 11.1832  -0.4396
C: 15.6564 -27.0595 9.9114  -0.2370
O: 16.9526 -26.5895 10.1774  -0.1853
C: 17.7928 -26.7330 9.0485  -0.1010
N: 13.4519 -27.3415 10.8433  0.0199
H: 15.1653 -29.0846 11.8903  0.0786
H: 14.8338 -27.8922 13.1660  0.0695
H: 16.4231 -27.9049 12.4001  0.0729
H: 14.9020 -26.0727 11.7037  0.1369
H: 15.1911 -26.4858 9.0874  0.1250
H: 15.7220 -28.0962 9.5253  0.1334
H: 17.7665 -27.7698 8.6919  0.0850
H: 18.8147 -26.4933 9.3321  0.0865
H: 17.4934 -26.0071 8.2803  0.0870
H: 13.0325 -26.6836 10.1979  0.0635
H: 12.8388 -27.3653 11.6503  0.0643
C: 24.9137 -24.6222 6.5620  -0.0480
C: 25.1895 -24.6959 8.0742  -0.4417
C: 26.6746 -24.7621 8.3410  -0.2516
O: 27.2232 -25.8855 7.7439  -0.1871
C: 28.6321 -25.9305 7.9464  -0.1028
N: 24.6363 -23.5685 8.7752  0.0850
H: 23.8355 -24.5554 6.3896  0.0587
H: 25.2117 -25.5301 6.0367  0.0733
H: 25.3793 -23.7426 6.1013  0.0896
H: 24.7115 -25.6627 8.3431  0.1348
H: 26.8793 -24.8001 9.4248  0.1094
H: 27.1776 -23.8597 7.9613  0.1305
H: 28.9964 -26.8965 7.6024  0.0825
H: 28.8948 -25.7820 8.9982  0.0836
H: 29.1126 -25.1673 7.3121  0.0894
H: 24.4327 -23.8059 9.7548  0.0472
H: 23.7567 -23.2672 8.3754  0.0398

A 5-piece molecular cluster, C6H22O8 overall. Source: the OMol25 dataset; level of theory: wB97M-V/def2-TZVPD.

Summary:
DFT total energy: -22955.9430 eV
SMILES: OCCO.OCCO.OCCO.O.O
Multiplicity: 1
Total charge: 0
Energy above the lowest of the compared OMol25 structures with the same formula, charge and spin: 188.3 kJ/mol

Last column: natural (NBO) charge in e.
Cartesian coordinates (Å):
O: 0.2642 -3.6174 -0.6492  -0.7518
C: 1.5432 -2.9104 -0.5112  -0.0716
C: 2.6992 -3.7164 -1.0982  -0.0759
O: 3.8832 -3.1464 -0.6342  -0.7179
H: -0.4358 -3.0104 -0.3322  0.4978
H: 1.5292 -1.9664 -1.0632  0.1385
H: 1.7042 -2.5414 0.5188  0.1532
H: 2.6002 -3.7884 -2.1562  0.1653
H: 2.6182 -4.6994 -0.6652  0.1825
H: 4.0122 -2.2354 -0.8922  0.4665
O: 3.3232 1.7786 -0.3912  -0.7422
C: 2.6122 1.6986 0.7958  -0.0854
C: 1.5292 0.7596 0.4088  -0.1120
O: 0.5992 0.6376 1.4498  -0.7064
H: 4.0822 2.4026 -0.3602  0.4783
H: 3.3092 1.2576 1.4938  0.1593
H: 2.4232 2.7526 0.9598  0.1761
H: 2.1512 -0.1274 0.1918  0.1778
H: 1.1112 1.0316 -0.5942  0.2092
H: 1.0392 0.1596 2.1698  0.4826
O: -1.8188 1.5436 -1.4382  -0.7284
C: -2.8448 1.6406 -0.4372  -0.0920
C: -3.9218 2.6256 -0.8852  -0.0778
O: -4.9568 2.8606 0.1878  -0.7430
H: -1.2808 2.3276 -1.3312  0.4680
H: -3.3088 0.6816 -0.1502  0.1911
H: -2.3748 2.0586 0.4468  0.1833
H: -4.4128 2.3256 -1.7852  0.1735
H: -3.3898 3.5396 -0.9892  0.1545
H: -5.7228 3.3126 -0.1612  0.4706
O: -0.8298 -1.2694 0.3328  -0.9932
H: -0.2218 -0.5994 0.6848  0.4939
H: -1.2718 -0.8954 -0.4302  0.4927
O: -2.3578 0.0046 2.3798  -0.9531
H: -2.0368 -0.3474 3.1898  0.4559
H: -1.8498 -0.5274 1.7458  0.4800

C27H67O17P4Tl as an isolated structure. Source: the OMol25 dataset; level of theory: wB97M-V/def2-TZVPD.

Summary:
DFT total energy: -105727.0691 eV
Multiplicity: 1
Total charge: +2
Energy above the lowest of the compared OMol25 structures with the same formula, charge and spin: 761.0 kJ/mol

Last column: Löwdin charge in e.
Cartesian coordinates (Å):
Tl: -0.4093 -2.5608 -1.0486  0.9782
C: 2.7182 2.9270 3.1284  0.0716
C: 1.9463 1.6108 3.4669  -0.3518
C: 1.0284 1.7524 4.7308  0.0115
O: 1.3471 1.1337 2.2979  0.2344
H: 3.4674 2.8101 2.3453  0.1153
H: 3.2284 3.3490 3.9942  0.1239
H: 1.9353 3.6386 2.8663  0.1187
H: 2.8436 1.0355 3.6948  0.2187
H: 1.6139 1.9677 5.6246  0.1024
H: 0.5699 0.7827 4.9246  0.0994
H: 0.2230 2.4674 4.5631  0.1068
C: 7.4709 -3.8978 -6.7248  -0.0603
C: 6.2250 -3.2310 -5.9695  -0.2059
O: 6.3340 -1.9533 -5.2883  -0.1903
P: 6.1103 -1.7756 -3.7122  0.3610
O: 4.7394 -2.1380 -3.2653  -0.2526
O: 7.3060 -2.6435 -3.1266  -0.1930
C: 8.6578 -2.4599 -3.4673  -0.2336
C: 9.6507 -3.3771 -2.6391  -0.0321
O: 6.5626 -0.3525 -3.3755  -0.1454
C: 5.8878 0.7193 -3.9072  -0.3044
C: 6.5620 1.4795 -5.0580  -0.0464
H: 7.9851 -4.6025 -6.0713  0.0626
H: 7.2151 -4.4063 -7.6543  0.0708
H: 8.2343 -3.2061 -7.0810  0.0678
H: 5.4759 -3.0600 -6.7427  0.1097
H: 5.8807 -4.0344 -5.3182  0.1102
H: 8.7267 -2.4377 -4.5549  0.1079
H: 8.6526 -1.4215 -3.1360  0.1033
H: 9.5356 -3.4773 -1.5598  0.0732
H: 9.6739 -4.3441 -3.1416  0.0680
H: 10.6617 -2.9698 -2.6536  0.0701
H: 4.8722 0.4543 -4.2011  0.1142
H: 5.6605 1.3474 -3.0458  0.1174
H: 7.6514 1.4547 -5.0302  0.0845
H: 6.2322 1.0509 -6.0044  0.0725
H: 6.1643 2.4937 -5.0931  0.0758
C: -4.3664 5.0217 -4.1844  -0.0361
C: -2.7839 5.1673 -4.1122  -0.2633
O: -2.2145 3.8996 -3.9782  -0.1900
P: -0.8628 3.3713 -4.7175  0.4527
O: -0.4451 2.0486 -4.1950  -0.2304
O: -1.0329 3.5791 -6.3123  -0.1685
C: -0.0151 3.2173 -7.3147  -0.2549
C: -0.4912 3.6038 -8.6318  -0.1014
O: 0.2865 4.4083 -4.3639  -0.2051
C: 0.5308 4.9071 -3.0466  -0.1942
C: 1.5012 6.2242 -3.2463  -0.0223
H: -4.7551 4.5996 -3.2577  0.0684
H: -4.9166 5.9587 -4.0984  0.0732
H: -4.6561 4.4244 -5.0489  0.0765
H: -2.2628 5.7416 -4.8782  0.1208
H: -2.5595 5.6641 -3.1684  0.1040
H: 0.9182 3.7763 -7.2472  0.1258
H: 0.1250 2.1388 -7.3879  0.1259
H: -0.0165 4.5469 -8.9027  0.0823
H: -0.0895 3.1120 -9.5177  0.0909
H: -1.5787 3.5641 -8.6931  0.0956
H: -0.4255 5.1199 -2.5686  0.0942
H: 0.9714 4.0375 -2.5589  0.1107
H: 1.1416 6.9802 -3.9444  0.0708
H: 1.6439 6.6502 -2.2532  0.0618
H: 2.4417 5.8918 -3.6855  0.0651
C: -7.4325 -0.4389 -0.9658  -0.0614
C: -7.8731 0.3398 0.2789  -0.3258
O: -7.1410 1.4876 0.3731  -0.1770
P: -5.7296 1.4333 1.2340  0.5307
O: -4.6386 0.4968 0.7573  -0.2709
O: -6.3050 1.0995 2.6712  -0.1963
C: -7.2790 1.8783 3.2969  -0.2761
C: -6.8149 2.0427 4.7652  -0.0439
O: -5.2862 2.9976 1.3104  -0.1722
C: -4.3592 3.3960 2.2997  -0.3002
C: -4.7618 4.7623 2.7982  -0.0739
H: -8.0229 -1.3441 -1.1072  0.0788
H: -7.5158 0.1092 -1.9043  0.0804
H: -6.3820 -0.6621 -0.7791  0.0569
H: -8.9577 0.4419 0.3157  0.1282
H: -7.6072 -0.2387 1.1636  0.1072
H: -7.5078 2.8385 2.8347  0.1220
H: -8.2355 1.3557 3.2923  0.1222
H: -6.5305 1.1268 5.2832  0.0816
H: -5.8638 2.5667 4.6711  0.0525
H: -7.6024 2.5879 5.2855  0.0863
H: -4.2641 2.7725 3.1887  0.1023
H: -3.3551 3.3940 1.8757  0.1163
H: -4.6608 5.5414 2.0427  0.0778
H: -5.7927 4.8837 3.1307  0.0822
H: -4.0761 5.1473 3.5528  0.0804
C: -1.7930 -8.2034 4.6937  -0.0486
C: -0.5439 -7.3471 4.7906  -0.3131
O: -0.7330 -6.3946 5.8118  -0.1761
P: -0.5960 -4.8029 5.4340  0.4980
O: -0.9439 -4.5490 4.0169  -0.2503
O: -1.6052 -4.0722 6.4847  -0.1825
C: -2.9759 -3.9939 6.1678  -0.3035
C: -3.7164 -5.1519 6.7158  -0.0748
O: 0.7833 -4.2989 6.0213  -0.1729
C: 1.2913 -4.5788 7.2303  -0.2988
C: 2.6724 -3.8563 7.1160  -0.0605
H: -1.8238 -8.7238 3.7365  0.0840
H: -1.5925 -8.9065 5.5022  0.0816
H: -2.7004 -7.6532 4.9429  0.0683
H: 0.3009 -8.0300 4.8808  0.1176
H: -0.1989 -6.8585 3.8793  0.0978
H: -3.2391 -3.1640 6.8235  0.1169
H: -3.2847 -3.6671 5.1748  0.1218
H: -3.0279 -5.7040 7.3557  0.0858
H: -4.4863 -4.8289 7.4166  0.0828
H: -4.1049 -5.8790 6.0027  0.0740
H: 0.6615 -4.4925 8.1158  0.1315
H: 1.6186 -5.6056 7.3936  0.1164
H: 2.6657 -2.7883 7.3338  0.0642
H: 3.4783 -4.3060 7.6960  0.0727
H: 3.1604 -3.9394 6.1449  0.0730